DFT (the ωB97M-V functional and the def2-TZVPD basis) results for 2 unconnected molecules or ions with the total composition C3H8IPS at a distorted geometry.

Geometry as XYZ:
```
14
C3H8IPS the ωB97M-V functional and the def2-TZVPD basis
C -1.249 -1.521 0.409
C -0.903 -0.376 -0.700
C 1.429 0.208 0.559
P 0.923 -0.492 -0.960
S 0.218 2.538 0.579
I 1.894 4.019 -0.146
H -1.431 -1.029 1.343
H -2.012 -2.225 -0.013
H -0.261 -2.069 0.502
H -1.263 0.602 -0.291
H -1.498 -0.779 -1.590
H 0.797 -0.129 1.361
H 2.364 0.661 0.764
H 0.992 0.592 -1.817
```

Its HOMO-LUMO gap (alpha / beta) is 6.855 / 6.858 eV. The HOMO energy (alpha / beta) is -8.2 / -8.2 eV. The net charge is 0. Its spin multiplicity is 1. For the LUMO energy (alpha / beta), the calculation gives -1.3 / -1.3 eV. The max |F| is 3.33 eV/A.